Entry 1:
The following is a quantum chemistry calculation of a 8-piece molecular cluster, C32H52BN4O18P overall, from the OMol25 dataset.

Geometry (Å):
N -0.5262 0.9369 -0.9169
P -0.3540 2.4889 -0.9854
C 0.8161 3.1773 0.2653
B 0.0829 2.9950 1.6764
N 0.6637 2.1826 2.7391
O -1.0606 3.7407 1.9028
N 1.0628 4.6434 0.0935
C 2.4191 4.8343 -0.2371
O 3.0391 5.8286 0.0220
C 2.8701 3.5430 -0.8580
C 2.2395 2.5892 0.1682
O 2.3435 1.2484 -0.2413
N 3.2784 0.5323 0.6137
O 4.3495 0.5828 0.1883
H -1.5004 0.7010 -0.7445
H 0.1143 2.9994 -2.2156
H -1.5634 3.1779 -0.7769
H 0.4867 2.6693 3.6168
H 0.1027 1.3349 2.8185
H -1.8326 3.4366 1.4112
H 0.8819 5.2025 0.9217
H 2.2874 3.4887 -1.7720
H 3.9352 3.4774 -1.0003
H 2.7118 2.7979 1.1285
O 10.7694 -0.0480 -0.8096
C 9.6819 0.1931 -0.3816
C 9.1778 0.0234 1.0414
C 7.6599 0.0986 0.8744
C 7.5284 0.9866 -0.3585
O 8.6918 0.7037 -1.1544
H 9.5689 0.8465 1.6412
H 9.5227 -0.9197 1.4538
H 7.1304 0.4896 1.7401
H 7.2625 -0.8934 0.6573
H 7.5352 2.0497 -0.1058
H 6.6428 0.7704 -0.9471
O -2.9341 -0.6262 -1.4879
C -2.9382 -1.7841 -1.1701
C -2.8182 -2.3611 0.2252
C -2.4543 -3.8193 -0.0435
C -3.1244 -4.0605 -1.3907
O -3.0693 -2.7751 -2.0680
H -3.7835 -2.2536 0.7243
H -2.0558 -1.8281 0.7881
H -2.7824 -4.5104 0.7284
H -1.3758 -3.9051 -0.1326
H -4.1675 -4.3540 -1.3059
H -2.6038 -4.7958 -1.9994
O -0.5969 -4.4712 2.7085
C 0.4615 -4.3354 2.1653
C 1.8422 -4.3086 2.7864
C 2.7009 -3.7197 1.6665
C 1.9444 -4.1636 0.4200
O 0.5590 -4.2054 0.8167
H 2.1292 -5.3334 3.0296
H 1.8515 -3.7000 3.6829
H 3.7375 -4.0488 1.6757
H 2.6920 -2.6311 1.7347
H 2.2345 -5.1627 0.0886
H 2.0428 -3.4711 -0.4121
O -5.4085 -5.7923 -2.3485
C -5.3032 -5.6266 -3.5300
C -5.6428 -4.3781 -4.3176
C -5.6587 -4.8777 -5.7570
C -4.6754 -6.0406 -5.6947
O -4.7916 -6.5660 -4.3540
H -4.8497 -3.6468 -4.1420
H -6.5939 -3.9687 -3.9890
H -5.3949 -4.1260 -6.4935
H -6.6541 -5.2482 -6.0026
H -3.6428 -5.7161 -5.8389
H -4.8950 -6.8357 -6.4018
O 2.3941 12.2924 0.0122
C 2.4163 11.1783 0.4427
C 2.4512 10.7420 1.8977
C 2.8720 9.2754 1.8011
C 2.3254 8.8814 0.4328
O 2.3903 10.0873 -0.3558
H 1.4480 10.8576 2.3108
H 3.1463 11.3581 2.4601
H 2.4971 8.6477 2.6067
H 3.9599 9.2028 1.7960
H 1.2817 8.5606 0.4805
H 2.9083 8.1104 -0.0515
O -6.8443 -2.1254 -6.7201
C -6.8968 -1.1778 -5.9912
C -5.7688 -0.5534 -5.1878
C -6.5159 0.3189 -4.1800
C -7.7875 0.6598 -4.9503
O -8.0378 -0.4812 -5.7921
H -5.1518 0.0354 -5.8680
H -5.1585 -1.3215 -4.7220
H -5.9653 1.1974 -3.8530
H -6.7638 -0.2704 -3.2967
H -7.6629 1.5352 -5.5908
H -8.6529 0.8124 -4.3112
O 2.3895 -3.1555 5.7600
C 1.2507 -3.2132 6.1284
C 0.7092 -3.6823 7.4646
C -0.7721 -3.9163 7.1553
C -1.0195 -2.9148 6.0322
O 0.2347 -2.8190 5.3361
H 0.8642 -2.8871 8.1953
H 1.2289 -4.5783 7.7903
H -1.4368 -3.7766 8.0045
H -0.9117 -4.9300 6.7795
H -1.2748 -1.9229 6.4115
H -1.7808 -3.2321 5.3252

Output
M = 822.6 g/mol
Gap between HOMO and LUMO = 8.129 eV
Net charge = 0
SMILES = N=[PH2][C@]1(B(N)O)NC(=O)C[C@@H]1ON=O.O=C1CCCO1.O=C1CCCO1.O=C1CCCO1.O=C1CCCO1.O=C1CCCO1.O=C1CCCO1.O=C1CCCO1
HOMO level = -8.92 eV

Entry 2:
The following is a quantum chemistry calculation of C44H50N8O3RbS4 as an isolated structure, from the OMol25 dataset.

Geometry (Å):
Rb 0.7422 0.1938 0.2821
C -1.1665 0.3611 3.9376
C -2.5309 0.9757 3.6663
C -2.6693 1.6593 2.3283
C -3.9190 1.8891 1.7628
C -3.9868 2.5872 0.5674
C -2.8119 3.0378 -0.0121
C -1.6066 2.7617 0.6245
N -1.5414 2.0713 1.7614
N -0.7849 -0.7668 3.0851
C 0.4774 -1.2804 3.5843
C 1.0791 -2.4362 2.8219
C 1.9761 -3.2834 3.4702
C 2.5888 -4.2911 2.7494
C 2.2756 -4.4391 1.4068
C 1.3606 -3.5613 0.8526
N 0.7755 -2.5806 1.5357
C -1.8108 -1.7837 2.9818
C -2.8350 -1.5156 1.8974
C -4.1832 -1.7607 2.1440
C -5.1040 -1.5591 1.1316
C -4.6495 -1.1154 -0.0984
C -3.2878 -0.9053 -0.2589
N -2.3952 -1.1027 0.7090
H -1.1572 0.0379 4.9957
H -0.4053 1.1334 3.8162
H -2.6826 1.7333 4.4427
H -3.3362 0.2507 3.8054
H -4.8143 1.5222 2.2507
H -4.9470 2.7795 0.1015
H -2.8057 3.6027 -0.9362
H -0.6594 3.0929 0.1995
H 0.4021 -1.5771 4.6475
H 1.1989 -0.4550 3.5582
H 2.1905 -3.1363 4.5211
H 3.2988 -4.9545 3.2275
H 2.7263 -5.2130 0.8000
H 1.0788 -3.6416 -0.1912
H -2.3402 -1.9381 3.9384
H -1.3364 -2.7333 2.7310
H -4.4962 -2.0954 3.1257
H -6.1585 -1.7391 1.3022
H -5.3283 -0.9410 -0.9209
H -2.8886 -0.5906 -1.2187
O 0.9011 -1.0139 -2.2024
S 0.6407 -1.8023 -3.4408
C 2.1268 -2.8643 -3.6971
C 3.0829 -2.8565 -2.5069
C 4.1403 -1.7600 -2.6167
C 5.1330 -1.7642 -1.4557
S 4.6125 -0.7333 -0.0444
O 3.1276 -0.9120 0.0207
C 5.0153 0.8382 -0.7634
C 4.1623 1.5091 -1.6225
C 4.5896 2.7014 -2.1866
C 5.8442 3.2122 -1.8823
C 6.6790 2.5437 -0.9980
C 6.2631 1.3496 -0.4295
C -0.4985 -3.0961 -2.9368
C -0.8677 -4.1052 -3.8160
C -1.7981 -5.0500 -3.4147
C -2.3622 -4.9752 -2.1455
C -2.0023 -3.9490 -1.2855
C -1.0723 -2.9963 -1.6831
H 2.6199 -2.4764 -4.5912
H 1.7574 -3.8634 -3.9255
H 3.5843 -3.8293 -2.4662
H 2.5321 -2.7266 -1.5757
H 3.6550 -0.7858 -2.6939
H 4.7000 -1.9055 -3.5465
H 6.1119 -1.3843 -1.7502
H 5.2678 -2.7736 -1.0568
H 3.1547 1.1599 -1.8113
H 3.9062 3.2653 -2.8072
H 6.1346 4.1700 -2.2947
H 7.6325 2.9715 -0.7165
H 6.8848 0.8355 0.2951
H -0.4418 -4.1500 -4.8123
H -2.0889 -5.8416 -4.0938
H -3.0914 -5.7129 -1.8348
H -2.4511 -3.8703 -0.3025
H -0.8117 -2.1707 -1.0322
S 1.3000 3.4337 -1.2910
C 2.2721 3.7677 0.1022
S 2.1448 2.8195 1.5250
C 3.1813 4.8425 0.0563
C 4.0903 5.1268 1.1130
N 4.8739 5.3993 1.9185
C 3.3307 5.6726 -1.0857
N 3.5130 6.3349 -2.0174
C -0.7740 1.7934 -3.4295
N -2.1896 1.6901 -3.7611
C -2.7742 2.8991 -4.3060
C -2.7693 0.4669 -3.8542
O -2.1291 -0.5824 -3.8541
N -4.1530 0.4485 -4.0415
C -4.7052 -0.8225 -4.4654
C -5.0183 1.2412 -3.1802
H -0.1799 1.9287 -4.3385
H -0.4257 0.9009 -2.9189
H -0.6126 2.6513 -2.7793
H -2.0095 3.4230 -4.8822
H -3.1228 3.5834 -3.5271
H -3.6035 2.6610 -4.9680
H -4.0446 -1.2831 -5.1945
H -5.6816 -0.6500 -4.9217
H -4.8228 -1.5293 -3.6355
H -5.5974 1.9823 -3.7385
H -4.4338 1.7545 -2.4193
H -5.7224 0.5842 -2.6630

Output
M = 952.7 g/mol
Gap between HOMO and LUMO = 4.810 eV
Net charge = -1
HOMO level = -3.23 eV

Entry 3:
The following is a quantum chemistry calculation of a 11-piece molecular cluster, C34H39N11O6 overall, from the OMol25 dataset.

Geometry (Å):
O 1.7708 2.2342 2.7683
N 2.1338 2.0968 1.6132
O 2.7693 3.0045 1.0318
C 1.8237 0.8358 0.8994
C 0.9033 -0.1093 1.4886
C 0.6149 -1.2349 0.7699
C 1.2352 -1.4702 -0.4599
C 2.2308 -0.6710 -1.0037
C 2.6009 0.4801 -0.2526
H 0.4509 0.0974 2.4473
H -0.0471 -1.9247 1.2722
H 0.9634 -2.3790 -0.9763
H 2.6990 -0.8469 -1.9610
H 3.2423 1.2746 -0.6043
O -6.6525 0.2183 -3.4346
N -5.6316 -0.4261 -3.6308
O -5.4550 -1.0256 -4.7137
C -4.4861 -0.4423 -2.7721
C -4.4295 0.6080 -1.8008
C -3.3006 0.6518 -1.0121
C -2.2589 -0.2701 -1.1395
C -2.3927 -1.3107 -2.0220
C -3.4701 -1.3762 -2.8679
H -5.1287 1.4311 -1.7889
H -3.1152 1.5504 -0.4422
H -1.3474 -0.0874 -0.5897
H -1.5750 -2.0161 -2.0156
H -3.5850 -2.1808 -3.5791
O 3.2431 -1.9363 -4.4951
N 3.0918 -0.7806 -4.8386
O 2.3114 0.0709 -4.3777
C 3.9935 -0.2642 -5.8958
C 3.5706 0.7498 -6.6890
C 4.3904 1.1461 -7.8069
C 5.6401 0.6070 -7.9406
C 6.0854 -0.3939 -7.0980
C 5.1816 -0.8516 -6.1250
H 2.5978 1.1929 -6.5347
H 3.9643 1.9165 -8.4324
H 6.3243 0.9019 -8.7225
H 7.0144 -0.8958 -7.3245
H 5.4370 -1.7093 -5.5204
C -0.4017 4.2305 3.4154
C -1.3037 5.2688 3.8804
N -1.9320 6.1447 4.2332
H -1.0079 3.4345 2.9827
H 0.2043 3.9571 4.2791
H 0.2049 4.4441 2.5353
C 0.4871 4.5625 -0.8785
C -0.4070 3.5432 -0.3175
N -1.0602 2.7481 0.2106
H 1.1807 4.8318 -0.0820
H -0.0114 5.4846 -1.1772
H 1.0281 4.0815 -1.6934
C -2.8347 -5.3177 -2.1869
C -1.9319 -4.6883 -1.2328
N -1.2083 -4.1347 -0.5477
H -2.2114 -5.7901 -2.9461
H -3.4653 -4.5135 -2.5659
H -3.4539 -6.0719 -1.7010
C -3.9867 -2.0479 1.0180
C -4.0967 -3.2363 1.8514
N -4.2463 -4.1890 2.4714
H -2.9386 -1.9589 0.7323
H -4.0824 -1.1483 1.6261
H -4.6465 -2.1523 0.1566
C 4.1559 4.7605 3.3056
C 3.8132 6.2274 3.5240
N 3.5794 7.3327 3.6365
H 4.8610 4.5283 4.1037
H 4.5654 4.5054 2.3282
H 3.3217 4.1451 3.6425
C -2.0755 -2.5686 5.0658
C -2.0707 -1.4472 4.0641
N -1.9786 -0.5895 3.2767
H -2.2646 -2.2020 6.0747
H -1.1519 -3.1471 5.0859
H -2.8511 -3.2879 4.8025
C 0.4740 1.4605 5.4811
C -0.0562 0.4951 6.4268
N -0.5127 -0.1972 7.1712
H 0.2167 1.1577 4.4661
H 1.5568 1.5499 5.5689
H 0.0513 2.4604 5.5799
C -0.7080 -4.6030 2.7209
C -1.0032 -5.3317 3.9514
N -1.1590 -5.9781 4.9129
H -1.6941 -4.2022 2.4862
H -0.3958 -5.1545 1.8341
H 0.0384 -3.8610 3.0045

Output
M = 697.8 g/mol
Gap between HOMO and LUMO = 8.874 eV
Net charge = 0
SMILES = O=[N+]([O-])c1ccccc1.O=[N+]([O-])c1ccccc1.O=[N+]([O-])c1ccccc1.CC#N.CC#N.CC#N.CC#N.CC#N.CC#N.CC#N.CC#N
HOMO level = -10.24 eV

Entry 4:
The following is a quantum chemistry calculation of a 4-piece molecular cluster, C63H52F4N2O9 overall, from the OMol25 dataset.

Geometry (Å):
C 2.5133 3.6867 2.9029
C 1.7396 2.9220 1.7090
O 2.7241 2.7282 0.6377
C 2.0679 3.2077 -0.5599
C 2.1247 4.8219 -0.7213
C 3.5243 5.5246 -0.8051
C 4.8650 4.6665 -0.6855
C 5.9645 4.9624 -1.8240
C 7.0095 3.7383 -1.8446
O 6.5593 2.6892 -2.7400
C 6.8406 3.1461 -4.0954
C 3.5156 7.1104 -0.9839
C 4.8672 7.9551 -1.0652
F 5.4786 7.9459 -2.3980
C 4.7362 9.4940 -0.6190
C 4.4409 10.3586 -1.9753
C 2.1621 7.8717 -1.0857
C 0.7492 7.1583 -0.9758
N -0.4078 8.0080 -1.0634
C -1.5733 7.2016 -0.8996
C -1.6200 5.6612 -0.6874
C -3.0348 4.9325 -0.4975
C -3.6027 4.2248 -1.8164
O -5.0581 4.1415 -1.6324
C -3.1157 2.6852 -1.9907
F -3.1513 1.9491 -0.7770
F -4.0829 2.0465 -2.8562
F -1.8271 2.6764 -2.5835
N -0.4487 4.8492 -0.6526
C 0.7567 5.6227 -0.7875
H 3.3586 3.0052 3.2598
H 1.7626 3.8996 3.7371
H 3.0188 4.6365 2.4856
H 1.3563 1.8875 2.0093
H 0.8394 3.5537 1.3686
H 2.6924 2.8050 -1.4516
H 1.0186 2.7797 -0.6966
H 5.3374 4.9226 0.3435
H 4.7004 3.5303 -0.6666
H 5.5337 5.2421 -2.8448
H 6.5597 5.8906 -1.4635
H 8.0919 4.0772 -2.0313
H 7.0101 3.2775 -0.7804
H 5.9368 3.7440 -4.4643
H 7.0652 2.2158 -4.7427
H 7.7857 3.8032 -4.1642
H 5.6233 7.4669 -0.3409
H 3.8973 9.6489 0.1473
H 5.7062 9.8676 -0.1142
H 5.3804 10.4983 -2.6178
H 3.6623 9.7280 -2.5584
H 3.9174 11.3542 -1.7486
H 2.1688 9.0173 -1.2262
H -2.5887 7.7513 -0.9446
H -2.8819 4.1659 0.3581
H -3.7481 5.7264 -0.0517
H -3.4491 4.8178 -2.7792
H -5.5174 4.4186 -2.4532
O 1.3818 -0.8158 3.3179
C 2.0031 -1.8657 3.3295
C 1.3792 -3.1024 3.8522
C 0.0627 -3.0687 4.3155
C -0.5439 -4.2341 4.7713
C 0.1598 -5.4364 4.7651
C 1.4773 -5.4701 4.3206
C 2.0920 -4.3016 3.8688
C 3.5000 -4.3443 3.4146
O 4.1398 -5.3808 3.4802
C 4.1171 -3.1128 2.8735
C 5.4329 -3.1482 2.4084
C 6.0102 -2.0043 1.8674
C 5.2763 -0.8226 1.7886
C 3.9699 -0.7806 2.2645
C 3.3889 -1.9248 2.8131
H -0.4927 -2.1360 4.3177
H -1.5690 -4.2072 5.1271
H -0.3191 -6.3476 5.1094
H 2.0221 -6.4091 4.3230
H 6.0081 -4.0673 2.4626
H 7.0320 -2.0348 1.5025
H 5.7241 0.0674 1.3575
H 3.4054 0.1450 2.2024
O -3.7784 1.6977 -8.5040
C -3.7400 0.5025 -8.2644
C -4.0883 -0.4851 -9.3114
C -4.4425 -0.0423 -10.5870
C -4.7326 -0.9641 -11.5870
C -4.6689 -2.3297 -11.3181
C -4.3333 -2.7738 -10.0437
C -4.0482 -1.8519 -9.0357
C -3.7096 -2.3341 -7.6777
O -3.7278 -3.5268 -7.4229
C -3.3422 -1.3484 -6.6371
C -2.9858 -1.7924 -5.3624
C -2.6067 -0.8759 -4.3875
C -2.5815 0.4859 -4.6815
C -2.9498 0.9325 -5.9465
C -3.3363 0.0163 -6.9262
H -4.4885 1.0202 -10.8041
H -5.0035 -0.6181 -12.5795
H -4.8831 -3.0487 -12.1025
H -4.2904 -3.8390 -9.8389
H -2.9988 -2.8525 -5.1286
H -2.3262 -1.2234 -3.3981
H -2.2774 1.1962 -3.9267
H -2.9308 1.9953 -6.1676
O -6.3270 -10.6594 7.2012
C -5.4633 -9.8020 7.1322
C -5.7633 -8.4012 7.5063
C -7.0400 -8.0669 7.9611
C -7.3189 -6.7618 8.3520
C -6.3253 -5.7870 8.2919
C -5.0573 -6.1129 7.8228
C -4.7754 -7.4198 7.4231
C -3.4284 -7.7527 6.9085
O -2.5815 -6.8831 6.7845
C -3.1222 -9.1564 6.5535
C -1.8443 -9.4900 6.1010
C -1.5373 -10.8116 5.7968
C -2.5038 -11.8042 5.9435
C -3.7824 -11.4731 6.3805
C -4.0962 -10.1467 6.6816
H -7.8167 -8.8232 8.0154
H -8.3109 -6.5047 8.7096
H -6.5403 -4.7715 8.6090
H -4.2888 -5.3477 7.7734
H -1.0854 -8.7219 5.9893
H -0.5419 -11.0695 5.4490
H -2.2606 -12.8370 5.7150
H -4.5314 -12.2513 6.4895

Output
M = 1057.1 g/mol
Gap between HOMO and LUMO = 7.417 eV
Net charge = 0
SMILES = CCOCc1c(CCCOC)c([C@@H](F)CC)cc2ncc(C[C@H](O)C(F)(F)F)nc12.O=C1c2ccccc2C(=O)c2ccccc21.O=C1c2ccccc2C(=O)c2ccccc21.O=C1c2ccccc2C(=O)c2ccccc21
HOMO level = -8.56 eV

Entry 5:
The following is a quantum chemistry calculation of C8H16MgN2O7P2 as an isolated structure, from the OMol25 dataset.

Geometry (Å):
Mg 0.4370 -0.0055 0.4131
O 4.0074 1.0258 -1.0079
P 3.6272 -0.0564 0.1478
O 4.7884 -0.9489 0.3669
O 2.2833 -0.6064 -0.2251
O 3.4838 0.9515 1.4223
P 2.3862 1.1183 2.5874
O 1.8783 2.6448 2.3858
O 3.0380 1.0033 3.9124
O 1.2209 0.2509 2.2194
H 4.9478 1.2142 -0.9330
H 2.5112 3.2506 2.7813
N -1.0636 2.3035 -1.0637
C -0.9357 3.5615 -1.4814
C 0.3862 3.9949 -1.3384
C 1.0291 2.8997 -0.7849
N 0.1529 1.8913 -0.6191
H -1.9484 -0.0342 -0.5359
H -1.7839 4.0944 -1.8903
H 0.8106 4.9540 -1.5978
H 2.0650 2.7808 -0.5042
C -1.5680 -2.5101 -1.6581
C -2.0916 -2.1598 -0.2607
C -1.6168 -3.2329 0.7222
C -3.6296 -2.1927 -0.3080
C -1.5621 -0.7864 0.1591
H -1.9424 -3.4862 -1.9978
H -0.4758 -2.5330 -1.6525
H -1.8800 -1.7501 -2.3798
H -2.0017 -4.2281 0.4543
H -1.9549 -2.9981 1.7359
H -0.5261 -3.2698 0.7350
H -4.0160 -3.1762 -0.6199
H -3.9979 -1.4386 -1.0081
H -4.0410 -1.9578 0.6785
H -2.0177 -0.5685 1.1453

Output
M = 338.5 g/mol
Gap between HOMO and LUMO = 6.851 eV
Net charge = -2
HOMO level = -1.71 eV